{"formula": "C6H9N", "method": "ωB97M-V with the def2-TZVPD basis set", "e_homo_ev": -8.9, "largest_force_ha_per_bohr": 0.0800, "lumo_energy_ev": 0.72, "molar_mass_g_mol": 95.14, "smiles": "[H]/N=C\\C(=C)/C=C\\C", "total_energy_ha": -288.66425, "relative_energy_kj_mol": 309.3, "symbols": ["H", "N", "C", "C", "C", "C", "C", "C", "H", "H", "H", "H", "H", "H", "H", "H"], "xyz": [[1.489, -1.705, -1.188], [1.491, -1.918, -0.191], [0.521, -1.375, 0.440], [-0.927, -0.794, -0.071], [-2.073, -0.903, 0.585], [-0.418, 0.125, -1.020], [0.563, 1.051, -0.812], [0.871, 1.753, 0.472], [0.461, -1.448, 1.531], [-2.963, -0.379, 0.240], [-2.204, -1.635, 1.377], [-0.651, -0.142, -2.050], [0.967, 1.522, -1.705], [0.573, 2.806, 0.411], [1.950, 1.727, 0.652], [0.351, 1.314, 1.328]], "forces_ev_per_a": [[-0.45, -0.32, -0.11], [-0.63, 1.55, 0.93], [-2.33, -2.29, 0.30], [3.28, -0.11, 2.47], [-0.10, -0.65, -0.50], [1.08, 2.12, -2.51], [-2.32, 0.11, -0.76], [0.37, -0.46, 0.20], [0.52, -0.23, 0.02], [0.20, 0.02, 0.13], [0.08, 0.14, -0.01], [0.19, 0.28, -0.18], [0.01, -0.08, 0.04], [0.05, -0.16, -0.10], [-0.06, 0.08, 0.18], [0.11, 0.00, -0.11]]}